[1]
{"formula": "C37H74Cl14O4S", "method": "ωB97M-V/def2-TZVPD", "charge": 0, "homo_lumo_gap_ev": 9.94, "e_lumo_ev": 0.42, "e_tot_ev": -233907.5301, "symbols": ["C", "C", "C", "C", "C", "C", "C", "C", "C", "C", "C", "C", "S", "O", "O", "O", "C", "C", "C", "C", "C", "C", "C", "C", "C", "C", "O", "C", "H", "H", "H", "H", "H", "H", "H", "H", "H", "H", "H", "H", "H", "H", "H", "H", "H", "H", "H", "H", "H", "H", "H", "H", "H", "H", "H", "H", "H", "H", "H", "H", "H", "H", "H", "H", "H", "H", "H", "H", "H", "H", "H", "H", "H", "H", "Cl", "C", "C", "Cl", "H", "H", "H", "H", "Cl", "C", "C", "Cl", "H", "H", "H", "H", "Cl", "C", "C", "Cl", "H", "H", "H", "H", "Cl", "C", "C", "Cl", "H", "H", "H", "H", "Cl", "C", "C", "Cl", "H", "H", "H", "H", "Cl", "C", "C", "Cl", "H", "H", "H", "H", "Cl", "C", "C", "Cl", "H", "H", "H", "H"], "coordinates": [[-2.16, 3.19, 1.10], [-1.73, 2.06, 0.08], [-1.03, 2.63, -1.22], [-0.84, 1.42, -2.20], [-0.51, 1.80, -3.70], [-0.15, 3.30, -3.94], [1.29, 3.72, -3.47], [2.38, 2.59, -3.72], [3.79, 3.21, -3.42], [4.38, 2.92, -1.99], [3.34, 2.51, -0.89], [3.72, 3.34, 0.42], [2.56, 2.71, 1.73], [1.82, 3.92, 2.20], [3.28, 2.06, 2.85], [1.46, 1.72, 1.01], [2.07, 0.63, 0.30], [3.40, 0.99, -0.45], [3.80, 0.00, -1.59], [3.56, -1.53, -1.26], [2.78, -2.17, -2.46], [2.55, -3.71, -2.35], [2.46, -4.41, -3.77], [1.05, -5.10, -3.95], [-0.03, -4.09, -4.48], [0.22, -3.61, -5.95], [-0.31, -2.28, -6.08], [0.66, -1.29, -5.76], [-1.67, 2.96, 2.08], [-3.26, 3.11, 1.30], [-1.94, 4.22, 0.75], [-2.65, 1.53, -0.24], [-1.10, 1.31, 0.61], [-0.05, 3.06, -0.87], [-1.71, 3.41, -1.61], [-1.80, 0.86, -2.20], [-0.09, 0.73, -1.73], [-1.44, 1.60, -4.29], [0.25, 1.08, -4.07], [-0.18, 3.46, -5.05], [-0.89, 4.02, -3.53], [1.59, 4.61, -4.07], [1.28, 4.05, -2.40], [2.32, 2.32, -4.81], [2.09, 1.74, -3.07], [3.79, 4.30, -3.66], [4.50, 2.76, -4.17], [4.86, 3.87, -1.64], [5.22, 2.20, -2.10], [2.28, 2.80, -1.11], [3.49, 4.40, 0.20], [4.80, 3.17, 0.71], [2.32, -0.15, 1.06], [1.37, 0.12, -0.41], [4.22, 0.94, 0.32], [4.90, 0.12, -1.73], [3.34, 0.20, -2.58], [4.56, -2.04, -1.25], [3.11, -1.73, -0.26], [1.84, -1.59, -2.66], [3.42, -1.99, -3.37], [3.43, -4.16, -1.84], [1.62, -3.88, -1.75], [3.26, -5.19, -3.84], [2.66, -3.69, -4.60], [0.71, -5.45, -2.94], [1.11, -5.98, -4.62], [-1.03, -4.61, -4.46], [-0.10, -3.19, -3.83], [1.30, -3.68, -6.24], [-0.36, -4.25, -6.66], [0.42, -0.38, -6.36], [1.71, -1.62, -6.00], [0.60, -1.03, -4.68], [-4.15, 2.43, 4.44], [-4.09, 0.67, 4.75], [-2.95, 0.00, 4.03], [-3.18, -0.01, 2.26], [-5.05, 0.25, 4.46], [-3.98, 0.54, 5.83], [-2.88, -1.04, 4.34], [-2.00, 0.49, 4.24], [-1.10, -2.29, 5.86], [0.50, -2.47, 5.09], [0.43, -3.27, 3.82], [0.05, -4.99, 4.12], [1.17, -2.92, 5.82], [0.85, -1.46, 4.87], [1.40, -3.24, 3.31], [-0.32, -2.88, 3.13], [-8.97, 3.69, 8.31], [-7.57, 4.11, 7.30], [-7.07, 2.93, 6.49], [-6.32, 1.69, 7.53], [-6.80, 4.52, 7.94], [-7.90, 4.90, 6.62], [-6.30, 3.26, 5.80], [-7.87, 2.47, 5.92], [2.63, -5.87, -7.47], [1.40, -7.15, -7.37], [1.02, -7.69, -8.74], [0.13, -6.48, -9.70], [0.53, -6.75, -6.85], [1.82, -7.95, -6.77], [0.37, -8.55, -8.63], [1.90, -7.99, -9.30], [6.66, 5.16, 0.81], [8.29, 4.93, 0.13], [8.27, 4.15, -1.17], [7.80, 2.45, -0.92], [8.90, 4.43, 0.88], [8.71, 5.92, -0.04], [9.27, 4.14, -1.61], [7.59, 4.59, -1.89], [-6.90, -2.01, 1.73], [-8.15, -1.88, 3.00], [-8.69, -0.47, 3.12], [-7.47, 0.66, 3.77], [-7.71, -2.22, 3.94], [-8.95, -2.56, 2.72], [-9.53, -0.46, 3.81], [-9.03, -0.09, 2.16], [-4.51, -2.89, 10.59], [-3.89, -1.31, 11.14], [-4.30, -0.18, 10.23], [-3.50, -0.28, 8.64], [-2.81, -1.39, 11.23], [-4.30, -1.14, 12.14], [-4.01, 0.77, 10.67], [-5.37, -0.17, 10.06]]}

=====

[2]
{"formula": "C37H74IN5O9", "method": "ωB97M-V/def2-TZVPD", "charge": 0, "homo_lumo_gap_ev": 8.32, "e_lumo_ev": -0.01, "e_tot_ev": -73526.4178, "symbols": ["H", "N", "C", "N", "N", "C", "C", "C", "C", "C", "I", "N", "C", "O", "C", "C", "C", "C", "C", "C", "C", "C", "C", "C", "N", "C", "C", "C", "C", "H", "H", "H", "H", "H", "H", "H", "H", "H", "H", "H", "H", "H", "H", "H", "H", "H", "H", "H", "H", "H", "H", "H", "H", "H", "H", "H", "H", "H", "H", "H", "H", "H", "C", "O", "C", "C", "O", "C", "H", "H", "H", "H", "H", "H", "H", "H", "H", "H", "C", "O", "C", "C", "O", "C", "H", "H", "H", "H", "H", "H", "H", "H", "H", "H", "C", "O", "C", "C", "O", "C", "H", "H", "H", "H", "H", "H", "H", "H", "H", "H", "C", "O", "C", "C", "O", "C", "H", "H", "H", "H", "H", "H", "H", "H", "H", "H"], "coordinates": [[5.12, 4.01, -7.57], [4.72, 4.94, -7.28], [5.00, 5.14, -5.93], [4.55, 6.43, -5.20], [5.76, 4.14, -5.06], [4.92, 2.94, -4.71], [3.60, 3.31, -3.76], [3.95, 2.95, -2.19], [3.21, 3.90, -1.08], [1.76, 3.35, -0.55], [1.03, 5.05, 0.62], [0.89, 3.48, -1.82], [0.56, 2.15, -2.48], [-0.03, 1.92, -3.66], [1.19, 1.09, -1.39], [1.62, 1.82, 0.05], [0.68, 1.53, 1.36], [-0.85, 1.04, 1.04], [-1.43, -0.24, 1.94], [-2.95, -0.83, 1.70], [-3.94, -0.20, 0.54], [-3.41, 1.08, -0.37], [-4.31, 1.78, -1.55], [-1.88, 1.67, -0.07], [2.93, 1.05, 0.33], [3.72, 1.69, 1.45], [4.09, 0.52, 2.58], [3.17, 0.62, 3.94], [3.98, 1.28, 5.24], [5.00, 6.40, -4.24], [3.52, 6.30, -5.00], [6.51, 3.77, -5.72], [5.53, 2.04, -4.24], [4.48, 2.52, -5.73], [2.73, 2.61, -4.18], [3.23, 4.41, -3.90], [3.81, 1.80, -2.04], [5.12, 3.15, -2.07], [3.00, 4.96, -1.59], [3.88, 4.07, -0.13], [0.06, 4.08, -1.60], [0.36, 0.26, -1.35], [2.06, 0.49, -1.95], [0.65, 2.42, 2.14], [1.19, 0.63, 1.96], [-0.74, -0.73, 2.78], [-3.35, -1.71, 2.37], [-5.04, -0.61, 0.30], [-3.58, 1.89, -2.49], [-5.12, 0.97, -1.89], [-4.81, 2.80, -1.25], [-1.56, 2.59, -0.72], [2.71, 0.04, 0.50], [3.24, 2.64, 1.93], [4.78, 1.98, 0.97], [5.24, 0.61, 2.91], [3.97, -0.57, 2.17], [2.19, 1.25, 3.82], [2.84, -0.49, 4.22], [4.71, 2.14, 4.91], [3.13, 1.78, 5.90], [4.47, 0.45, 5.89], [-8.77, 1.56, -1.44], [-8.06, 0.64, -2.27], [-8.24, -0.72, -1.85], [-9.28, -1.44, -2.72], [-10.58, -0.88, -2.53], [-10.94, 0.01, -3.58], [-8.82, 2.52, -1.95], [-9.79, 1.22, -1.23], [-8.23, 1.69, -0.50], [-8.51, -0.77, -0.79], [-7.27, -1.22, -1.97], [-9.33, -2.49, -2.41], [-8.99, -1.42, -3.78], [-11.22, -0.56, -4.47], [-10.13, 0.70, -3.83], [-11.81, 0.59, -3.25], [8.90, -1.71, -1.30], [8.08, -1.29, -2.38], [6.68, -1.41, -2.09], [6.07, -0.06, -1.70], [6.61, 0.41, -0.46], [7.61, 1.40, -0.65], [9.91, -1.34, -1.47], [8.54, -1.32, -0.34], [8.92, -2.80, -1.26], [6.51, -2.16, -1.31], [6.20, -1.77, -3.01], [4.99, -0.19, -1.56], [6.21, 0.68, -2.50], [7.15, 2.35, -0.91], [8.33, 1.12, -1.43], [8.16, 1.52, 0.29], [1.83, 0.22, 8.15], [2.68, -0.86, 7.78], [3.61, -1.21, 8.81], [3.14, -2.44, 9.60], [1.94, -2.16, 10.33], [0.78, -2.66, 9.67], [0.99, 0.25, 7.45], [1.44, 0.10, 9.16], [2.39, 1.16, 8.08], [3.78, -0.35, 9.48], [4.56, -1.44, 8.33], [3.91, -2.70, 10.33], [3.00, -3.30, 8.93], [0.71, -3.75, 9.81], [0.78, -2.43, 8.60], [-0.10, -2.20, 10.12], [-5.71, -5.28, -3.22], [-6.98, -4.90, -2.69], [-8.07, -5.44, -3.45], [-8.66, -6.67, -2.75], [-7.73, -7.75, -2.72], [-7.08, -7.88, -1.46], [-4.95, -5.07, -2.47], [-5.67, -6.35, -3.46], [-5.49, -4.69, -4.12], [-7.75, -5.68, -4.47], [-8.84, -4.66, -3.50], [-9.53, -7.01, -3.33], [-9.01, -6.43, -1.74], [-7.77, -8.34, -0.74], [-6.75, -6.91, -1.07], [-6.21, -8.52, -1.58]]}

=====

[3]
{"formula": "C37H74O16", "method": "ωB97M-V/def2-TZVPD", "charge": 0, "homo_lumo_gap_ev": 9.66, "e_lumo_ev": 0.61, "e_above_lowest_kcal_mol": 0.0, "e_tot_ev": -72325.5463, "symbols": ["C", "O", "C", "O", "O", "C", "H", "H", "H", "H", "H", "H", "C", "O", "C", "O", "O", "C", "H", "H", "H", "H", "H", "H", "C", "O", "C", "O", "O", "C", "H", "H", "H", "H", "H", "H", "C", "C", "C", "O", "C", "H", "H", "H", "H", "H", "H", "H", "H", "C", "C", "C", "O", "C", "H", "H", "H", "H", "H", "H", "H", "H", "C", "C", "C", "O", "C", "H", "H", "H", "H", "H", "H", "H", "H", "C", "C", "C", "O", "C", "H", "H", "H", "H", "H", "H", "H", "H", "C", "C", "C", "O", "C", "H", "H", "H", "H", "H", "H", "H", "H", "C", "C", "C", "O", "C", "H", "H", "H", "H", "H", "H", "H", "H", "C", "C", "C", "O", "C", "H", "H", "H", "H", "H", "H", "H", "H"], "coordinates": [[-4.76, 4.42, 3.35], [-5.33, 3.13, 3.28], [-5.08, 2.41, 2.21], [-4.25, 2.67, 1.38], [-5.87, 1.37, 2.24], [-5.86, 0.43, 1.15], [-5.06, 4.90, 4.28], [-5.10, 5.04, 2.52], [-3.67, 4.37, 3.39], [-4.90, -0.09, 1.18], [-6.00, 0.91, 0.19], [-6.66, -0.27, 1.34], [-0.26, -4.28, 0.80], [-1.14, -3.60, -0.06], [-1.95, -2.64, 0.35], [-2.79, -2.17, -0.36], [-1.75, -2.31, 1.63], [-2.55, -1.27, 2.19], [0.70, -3.75, 0.83], [-0.07, -5.27, 0.40], [-0.59, -4.37, 1.83], [-3.61, -1.54, 2.20], [-2.37, -0.32, 1.72], [-2.30, -1.24, 3.26], [-1.48, 1.49, -0.12], [-0.55, 0.88, 0.78], [0.47, 0.19, 0.34], [0.61, -0.35, -0.72], [1.31, 0.05, 1.36], [2.46, -0.73, 1.09], [-0.97, 2.01, -0.93], [-2.10, 2.20, 0.43], [-2.18, 0.75, -0.51], [2.92, -1.11, 1.98], [3.20, -0.16, 0.53], [2.19, -1.58, 0.46], [-1.27, 2.61, -4.39], [-2.63, 3.20, -4.86], [-3.61, 2.04, -4.64], [-3.00, 1.12, -3.73], [-1.59, 1.18, -3.95], [-0.92, 3.22, -3.56], [-0.54, 2.62, -5.19], [-2.65, 3.50, -5.90], [-2.91, 4.00, -4.19], [-3.84, 1.51, -5.58], [-4.51, 2.38, -4.13], [-1.32, 0.48, -4.75], [-1.12, 0.78, -3.05], [5.62, -0.06, 5.21], [6.06, 1.27, 4.56], [4.97, 1.56, 3.51], [4.05, 0.48, 3.61], [4.67, -0.65, 4.16], [5.02, 0.12, 6.11], [6.50, -0.64, 5.47], [7.03, 1.13, 4.07], [6.24, 2.04, 5.30], [5.34, 1.60, 2.48], [4.42, 2.46, 3.74], [5.23, -1.27, 3.45], [3.92, -1.27, 4.65], [3.49, -2.95, -4.24], [3.46, -4.37, -4.75], [2.85, -5.08, -3.54], [3.51, -4.49, -2.42], [3.62, -3.09, -2.70], [2.54, -2.47, -4.49], [4.28, -2.30, -4.59], [4.45, -4.77, -4.98], [2.82, -4.55, -5.61], [2.99, -6.16, -3.54], [1.78, -4.90, -3.46], [4.61, -2.74, -2.41], [2.87, -2.51, -2.16], [-6.43, -2.10, -3.65], [-4.98, -2.12, -3.21], [-4.97, -0.88, -2.33], [-6.26, -0.86, -1.70], [-7.13, -1.77, -2.34], [-6.68, -3.03, -4.17], [-6.57, -1.29, -4.38], [-4.29, -1.97, -4.05], [-4.70, -3.01, -2.64], [-4.85, 0.00, -2.97], [-4.14, -0.84, -1.61], [-8.13, -1.40, -2.59], [-7.27, -2.70, -1.78], [1.55, -1.72, 5.48], [1.56, -2.97, 4.61], [0.09, -3.14, 4.28], [-0.63, -2.56, 5.37], [0.26, -1.90, 6.27], [1.41, -0.85, 4.83], [2.46, -1.55, 6.07], [1.99, -3.79, 5.20], [2.20, -2.81, 3.74], [-0.16, -4.21, 4.22], [-0.20, -2.68, 3.34], [0.45, -2.57, 7.12], [-0.18, -1.00, 6.68], [1.68, 3.50, 0.92], [1.12, 3.52, 2.35], [2.30, 4.18, 3.07], [3.47, 4.08, 2.27], [3.15, 3.24, 1.15], [1.50, 4.49, 0.51], [1.21, 2.75, 0.29], [0.81, 2.57, 2.77], [0.26, 4.18, 2.42], [2.47, 3.76, 4.07], [2.07, 5.22, 3.32], [3.31, 2.17, 1.35], [3.77, 3.51, 0.29], [2.62, 2.66, -4.17], [2.13, 2.02, -2.87], [2.44, 0.53, -3.10], [2.92, 0.39, -4.43], [2.52, 1.53, -5.19], [3.67, 2.96, -4.08], [2.05, 3.54, -4.48], [1.07, 2.18, -2.73], [2.64, 2.46, -2.02], [1.52, -0.07, -3.04], [3.13, 0.09, -2.39], [1.51, 1.35, -5.56], [3.20, 1.68, -6.03]]}